{
  "formula": "C3H40N2O16",
  "method": "ωB97M-V with the def2-TZVPD basis set",
  "homo_ha": -0.2763,
  "energy_ha": -1451.54986,
  "fmax_ev_per_a": 9.979,
  "e_above_lowest_kj_mol": 323.3,
  "species": ["C", "C", "C", "N", "N", "H", "H", "H", "H", "H", "H", "H", "H", "H", "H", "O", "H", "H", "O", "H", "H", "O", "H", "H", "O", "H", "H", "O", "H", "H", "O", "H", "H", "O", "H", "H", "O", "H", "H", "O", "H", "H", "O", "H", "H", "O", "H", "H", "O", "H", "H", "O", "H", "H", "O", "H", "H", "O", "H", "H", "O"],
  "positions_angstrom": [[-1.63438, 0.82501, -2.50323], [-0.29879, 0.51359, -1.98010], [0.77935, 0.27416, -2.81291], [2.08150, -0.06248, -2.46933], [0.09563, 0.38029, -0.60591], [-2.43663, 0.07677, -2.10747], [-2.06836, 1.81972, -2.14864], [-1.73459, 0.95372, -3.59740], [0.68049, 0.27527, -3.88372], [2.43886, 0.51790, -1.80440], [2.70383, 0.07548, -3.31718], [-0.42874, 0.68849, 0.17262], [0.92440, -0.10588, -0.32922], [-1.58909, 3.67225, -0.87953], [-1.00803, 4.59486, -1.87046], [-0.88549, 3.76962, -1.46633], [3.12094, 1.76275, 1.05991], [4.65564, 1.55700, 0.85870], [3.74748, 1.17135, 0.59751], [0.43252, -2.47892, 1.92286], [1.42519, -1.30143, 1.64050], [0.80172, -1.58878, 2.25189], [-3.41866, -2.80266, 0.47685], [-2.14251, -2.25017, -0.15376], [-3.10080, -2.09896, -0.11187], [0.71124, 3.13761, -1.92640], [2.07491, 2.64386, -2.43452], [1.62546, 3.04216, -1.63305], [1.29101, 2.55887, -0.02762], [0.42564, 2.53624, 1.22942], [1.26910, 2.68558, 0.85793], [-0.78893, -3.45752, -0.22964], [-0.00277, -2.25640, -0.14107], [-0.73766, -2.65587, 0.28780], [-2.87716, 3.07115, 1.11536], [-2.97064, 1.98452, 0.23852], [-3.07537, 2.96926, 0.20480], [1.49855, -3.36077, -2.54922], [1.73915, -3.62839, -1.12927], [1.01601, -3.68078, -1.81159], [-2.26593, -0.48176, 0.31518], [-3.28241, -0.02940, 1.46037], [-2.59866, 0.25760, 0.77894], [-0.12552, -0.57440, 5.03438], [0.65159, -0.52310, 3.71418], [-0.02664, -0.17073, 4.28391], [-2.26077, -0.80320, 3.35308], [-2.90273, 0.18931, 4.16599], [-3.01763, -0.50221, 3.55504], [4.58056, -1.38097, 0.87485], [3.84952, -0.38039, 1.73580], [3.92874, -1.34069, 1.55943], [-0.83056, -2.66384, -3.10499], [-2.22085, -2.70313, -2.78880], [-1.52841, -3.34113, -3.02191], [-1.36600, 1.43724, 1.92519], [-0.22542, 1.16122, 2.73681], [-0.64780, 1.90458, 2.46909], [2.13670, -1.59027, -1.27541], [2.75223, -1.49991, -0.02419], [2.04700, -1.96387, -0.42702]]
}

=====

{
  "formula": "C44H39NO27",
  "method": "ωB97M-V with the def2-TZVPD basis set",
  "homo_ha": -0.3435,
  "energy_ha": -3786.25324,
  "fmax_ev_per_a": 5.071,
  "species": ["C", "C", "O", "C", "C", "C", "C", "C", "N", "O", "C", "O", "H", "H", "H", "H", "H", "H", "H", "H", "H", "H", "H", "H", "H", "H", "H", "O", "C", "C", "C", "O", "C", "O", "C", "C", "O", "H", "H", "H", "H", "O", "C", "C", "C", "O", "C", "O", "C", "C", "O", "H", "H", "H", "H", "O", "C", "C", "C", "O", "C", "O", "C", "C", "O", "H", "H", "H", "H", "O", "C", "C", "C", "O", "C", "O", "C", "C", "O", "H", "H", "H", "H", "O", "C", "C", "C", "O", "C", "O", "C", "C", "O", "H", "H", "H", "H", "O", "C", "C", "C", "O", "C", "O", "C", "C", "O", "H", "H", "H", "H"],
  "positions_angstrom": [[-6.60215, 4.68170, 4.73256], [-6.42348, 4.08816, 3.35282], [-5.06869, 3.80151, 3.02672], [-4.33004, 4.92085, 2.66188], [-3.32278, 5.29143, 3.77934], [-2.55249, 6.30849, 2.96955], [-1.44912, 7.11018, 3.60405], [-2.07151, 8.34108, 4.27507], [-2.13708, 9.44873, 3.31146], [-2.26971, 5.56920, 1.77724], [-3.25979, 4.68933, 1.56548], [-3.26933, 3.90098, 0.73433], [-7.65379, 4.91791, 4.86221], [-6.32945, 3.99189, 5.51961], [-6.07506, 5.62036, 4.84143], [-6.93191, 3.13514, 3.27598], [-6.89470, 4.72412, 2.60632], [-4.93000, 5.78619, 2.38454], [-2.70850, 4.39481, 3.79243], [-3.71839, 5.56681, 4.73906], [-3.31919, 7.04423, 2.69528], [-0.71695, 7.40607, 2.86121], [-0.89838, 6.55639, 4.35982], [-1.55212, 8.60099, 5.18840], [-3.09705, 8.06563, 4.52178], [-1.90871, 9.12727, 2.38174], [-3.06489, 9.84341, 3.23540], [3.03185, 0.98944, -0.91559], [1.86614, 1.06294, -0.55596], [1.28043, 2.25638, 0.01997], [-0.00553, 2.26153, 0.40768], [-0.57419, 3.33287, 0.93312], [-0.87144, 1.03781, 0.26513], [-2.01977, 1.08338, 0.65411], [-0.28029, -0.15465, -0.33684], [0.99851, -0.14629, -0.72356], [1.58925, -1.20677, -1.27753], [1.91544, 3.12513, 0.11928], [-1.51767, 3.11041, 1.11938], [-0.91329, -1.02358, -0.44971], [2.51129, -0.93427, -1.45852], [7.89049, -2.03503, 2.08361], [6.84248, -1.44828, 2.31643], [6.31702, -1.26828, 3.65655], [5.15334, -0.62977, 3.83840], [4.62613, -0.43562, 5.03933], [4.36192, -0.08850, 2.68218], [3.30288, 0.46448, 2.91616], [4.90348, -0.25089, 1.34300], [6.06743, -0.88690, 1.16332], [6.60653, -1.06247, -0.03882], [6.89519, -1.66472, 4.47940], [3.78728, 0.04517, 4.89031], [4.33285, 0.15699, 0.52036], [7.43890, -1.55257, 0.10456], [3.88770, -5.77451, -4.45663], [2.84448, -5.16726, -4.60886], [1.81727, -5.56360, -5.56446], [0.70022, -4.83626, -5.68896], [-0.26804, -5.15439, -6.54315], [0.46714, -3.60328, -4.86489], [-0.56120, -2.97332, -5.03796], [1.48165, -3.22081, -3.89650], [2.59693, -3.94884, -3.76976], [3.55423, -3.64032, -2.89849], [1.99782, -6.45197, -6.15294], [-0.95871, -4.47086, -6.43750], [1.29686, -2.33993, -3.29910], [4.24915, -4.31903, -3.00784], [8.17217, -9.18333, 1.69599], [7.74069, -8.04803, 1.60429], [8.49936, -6.86632, 1.97686], [7.95143, -5.64567, 1.86315], [8.60384, -4.54226, 2.18798], [6.54636, -5.46162, 1.35459], [6.09015, -4.33426, 1.28796], [5.79595, -6.64571, 0.96050], [6.34947, -7.85926, 1.07300], [5.71085, -8.97123, 0.72689], [9.50545, -7.01439, 2.34224], [7.99395, -3.78014, 2.01784], [4.79411, -6.50003, 0.58148], [6.33170, -9.70466, 0.90963], [-9.70303, -3.07615, 3.19934], [-9.09639, -2.04831, 2.96397], [-7.67365, -1.87741, 3.22237], [-7.07783, -0.70891, 2.95127], [-5.78368, -0.50035, 3.16497], [-7.84140, 0.45063, 2.38416], [-7.23911, 1.48972, 2.18121], [-9.25800, 0.27483, 2.10377], [-9.85298, -0.89455, 2.37129], [-11.14127, -1.11156, 2.13458], [-7.13525, -2.71963, 3.63304], [-5.60146, 0.42002, 2.88578], [-9.79275, 1.11285, 1.67943], [-11.31642, -2.03093, 2.41844], [0.91958, 0.29704, -5.76373], [0.88034, 0.12991, -6.96816], [0.36389, -1.07949, -7.59553], [0.37012, -1.19977, -8.92825], [-0.09035, -2.28165, -9.55034], [0.90153, -0.11377, -9.81653], [0.89424, -0.29442, -11.01987], [1.39641, 1.10558, -9.19116], [1.38802, 1.22711, -7.85777], [1.82633, 2.31660, -7.23605], [-0.01439, -1.85549, -6.94595], [0.03081, -2.11486, -10.50602], [1.76171, 1.88802, -9.84109], [1.71258, 2.14545, -6.28000]]
}

=====

{
  "formula": "C31H41N5O5ReS2",
  "method": "ωB97M-V with the def2-TZVPD basis set",
  "charge": 2,
  "homo_ha": [-0.4947, -0.4948],
  "multiplicity": 4,
  "energy_ha": -2729.99100,
  "fmax_ev_per_a": 6.927,
  "e_above_lowest_kj_mol": 106.9,
  "species": ["Re", "C", "C", "C", "C", "C", "C", "C", "N", "C", "C", "C", "C", "C", "C", "C", "N", "C", "C", "C", "C", "H", "H", "H", "H", "H", "H", "H", "H", "H", "H", "H", "H", "H", "H", "H", "H", "H", "H", "H", "H", "H", "H", "H", "H", "S", "C", "C", "N", "C", "H", "H", "H", "C", "C", "N", "C", "C", "C", "O", "C", "C", "C", "C", "N", "C", "H", "H", "H", "H", "H", "H", "H", "H", "H", "H", "H", "H", "H", "H", "O", "S", "O", "O", "O"],
  "positions_angstrom": [[-0.46484, -0.25642, 0.47831], [3.50272, -1.80199, -5.25919], [2.59242, -2.73416, -4.46866], [3.35216, -4.06417, -4.20751], [1.36727, -3.04152, -5.35533], [2.04867, -2.14936, -3.17828], [1.34910, -2.98601, -2.24629], [0.53107, -2.39483, -1.30803], [0.58625, -1.07790, -1.03501], [1.44403, -0.25062, -1.79627], [2.05916, -0.77968, -2.93180], [1.42519, 1.10034, -1.32261], [2.36667, 2.09951, -1.55820], [2.07935, 3.43470, -1.19045], [0.84169, 3.70721, -0.59664], [0.02564, 2.67025, -0.19753], [0.31220, 1.39335, -0.54624], [3.13614, 4.53773, -1.53877], [2.94112, 5.66827, -0.53184], [2.95123, 5.09225, -2.93821], [4.57451, 4.08827, -1.23927], [4.03165, -2.42563, -6.02968], [4.26666, -1.30931, -4.67491], [2.99451, -0.98376, -5.74838], [3.77469, -4.35235, -5.14963], [2.69012, -4.79801, -3.81315], [4.21577, -3.94469, -3.58926], [1.67374, -3.49571, -6.28192], [0.81660, -2.08713, -5.50812], [0.63372, -3.73163, -4.90059], [1.35489, -4.07782, -2.35177], [-0.24920, -2.96676, -0.78819], [2.46566, -0.06482, -3.64414], [3.27732, 1.90160, -2.08089], [0.50230, 4.72546, -0.34971], [-0.83960, 2.83888, 0.45988], [2.01593, 6.22282, -0.62571], [3.71599, 6.40392, -0.68225], [2.90476, 5.29570, 0.55607], [1.89768, 5.30711, -3.20837], [3.42430, 4.45514, -3.69683], [3.48732, 6.04973, -2.94876], [4.64391, 3.82380, -0.19744], [5.26406, 4.94001, -1.40527], [4.93250, 3.19056, -1.73959], [-3.26349, 0.44377, -2.62650], [-3.37799, -1.22751, -2.11955], [-2.79723, -1.41183, -0.91181], [-2.28000, -0.23417, -0.33050], [-2.66545, 0.84015, -1.06447], [-3.94309, -1.96729, -2.70824], [-2.81319, -2.38362, -0.41962], [-2.50774, 1.89049, -0.83550], [-2.63399, 1.24607, 4.87741], [-2.93919, -0.10636, 5.46276], [-3.96738, -0.94168, 4.76632], [-5.36361, -0.54987, 5.07021], [-6.22711, -0.63241, 3.82777], [-3.62472, -2.22209, 4.34293], [-4.39333, -3.21402, 4.46102], [-2.35358, -2.42041, 3.58174], [-1.66895, -3.66990, 3.73457], [-0.49963, -3.85164, 3.02371], [-0.01673, -2.89281, 2.16584], [-0.71992, -1.74723, 1.93821], [-1.86131, -1.47920, 2.69131], [-1.55334, 1.37067, 4.64638], [-2.82641, 2.00966, 5.64784], [-3.20858, 1.45668, 3.97022], [-3.28587, -0.09755, 6.55694], [-2.00071, -0.67234, 5.43184], [-5.34171, 0.47312, 5.46428], [-5.83482, -1.17910, 5.81488], [-6.13002, 0.30813, 3.25951], [-7.28516, -0.79899, 4.08509], [-5.90443, -1.49888, 3.23005], [-1.98859, -4.46182, 4.38141], [0.05605, -4.77407, 3.09167], [0.88787, -3.02982, 1.59611], [-2.26370, -0.46065, 2.48055], [-0.70324, 1.02973, 2.03973], [0.80492, 0.98869, 2.65202], [1.47794, 2.25541, 2.50355], [1.38316, -0.03842, 1.60592], [0.71723, 0.47878, 3.98085]]
}